Record 1
ORCA calculation (ωB97M-V with the def2-TZVPD basis set) on a 2-piece molecular cluster, C4H13N2OS overall at a distorted geometry.

HOMO level ... -2.500 eV
Multiplicity ... 1
F_max ... 1.74 eV Å⁻¹
Relative energy (zero: lowest compared OMol25 entry of this formula, charge and spin) ... 71.4 kJ/mol
Gap between HOMO and LUMO ... 0.1888 Ha
Charge ... -1

Structure (XYZ):
```
21
Properties=species:S:1:pos:R:3:forces:R:3:lowdin_charge:R:1
S -2.104857 -1.357470 -2.625986 0.187 0.498 0.269 0.072
O -0.331598 2.110733 7.123391 0.198 -0.094 0.546 -0.061
N -0.534317 -0.088058 0.058030 0.156 0.591 -0.391 -0.101
N 2.417955 0.056040 -2.283068 0.058 -0.162 0.140 -0.026
C 1.470257 0.426567 -1.221000 0.271 -0.094 0.002 -0.276
C -0.650750 -0.188875 -2.449997 -0.822 -1.492 -0.367 -0.700
C -1.147967 -1.210804 0.726453 -1.081 -0.257 0.162 -0.193
C 0.172203 -0.394520 -1.203371 0.132 0.476 0.955 -0.481
H 1.254857 1.490051 -1.340019 -0.158 0.091 0.009 0.101
H -1.089018 1.700417 6.702803 0.004 0.148 -0.295 0.031
H -0.541607 -1.587915 1.548615 0.249 -0.151 0.034 0.055
H 0.462270 -1.440479 -1.119255 0.024 -0.290 -0.232 0.120
H -0.983088 0.842446 -2.556056 0.108 0.237 0.038 0.043
H -1.222324 0.631410 -0.134746 -0.053 -0.259 -0.016 0.092
H -0.007148 2.816675 6.561592 -0.199 -0.061 -0.259 0.030
H 1.972802 0.330612 -0.249260 -0.119 -0.085 -0.154 0.096
H 2.525905 -0.959537 -2.268339 -0.009 0.258 -0.086 0.060
H -1.475319 -2.009246 0.063075 0.526 -0.215 -0.338 0.022
H 1.991497 0.275137 -3.175092 0.012 -0.092 -0.061 0.043
H -0.057651 -0.499677 -3.303318 0.381 0.512 -0.233 0.007
H -2.122102 -0.943508 1.145548 0.132 0.443 0.277 0.066
```
Forces are in eV/Å.



Record 2
ORCA calculation (ωB97M-V with the def2-TZVPD basis set) on C10H6LuN2O5 as an isolated structure at a distorted geometry.

HOMO level ... -19.184 eV
Multiplicity ... 1
F_max ... 11.78 eV Å⁻¹
Relative energy (zero: lowest compared OMol25 entry of this formula, charge and spin) ... 261.1 kJ/mol
Gap between HOMO and LUMO ... 0.1800 Ha
Charge ... +3

Structure (XYZ):
```
24
Properties=species:S:1:pos:R:3:forces:R:3:lowdin_charge:R:1
Lu -1.227711 1.453671 -0.703284 3.420 -4.213 -3.848 1.131
O -1.196826 1.065148 -4.366153 -0.284 0.976 6.484 0.212
O -1.483336 2.105695 2.745038 0.396 -1.314 -9.344 0.235
O -3.857856 -0.294403 -0.095237 4.199 3.283 -0.750 0.301
O -3.311215 4.111838 -0.720579 3.229 -4.033 0.351 0.285
O 1.138030 3.619423 -0.471021 -4.205 -3.293 -0.072 0.300
N 2.663165 -3.177453 1.010274 0.885 -0.900 0.274 0.264
N 0.074993 -0.146491 0.014676 -1.691 1.940 -0.604 -0.193
C 0.555775 -2.072561 1.300136 -0.213 -0.226 0.409 0.066
C 1.265444 -0.239441 -0.612663 1.432 -0.377 -0.599 -0.138
C -1.431940 1.935141 1.554109 -0.440 1.643 11.157 0.025
C -2.954342 0.408374 -0.256895 -9.639 -6.402 2.203 -0.057
C -2.598088 3.207461 -0.654364 -5.437 6.673 -0.348 -0.028
C -0.272194 -1.038538 0.953057 0.029 -1.725 1.619 -0.138
C -1.243165 1.235078 -3.212835 0.255 -1.005 -7.065 0.086
C 0.230230 2.904106 -0.490213 8.587 7.840 0.980 -0.058
C 1.853915 -2.237949 0.682824 -2.054 2.089 -0.546 -0.238
C 2.144083 -1.239198 -0.318834 0.914 -0.050 -0.423 0.057
H 3.112000 -1.297824 -0.826964 -0.395 0.165 0.059 0.148
H -1.268287 -0.920461 1.465532 1.171 -0.204 -0.559 0.135
H 0.257687 -2.785339 2.072257 -0.063 0.264 -0.229 0.146
H 1.520323 0.547746 -1.386901 -0.201 -0.986 0.845 0.141
H 2.458261 -3.857553 1.718304 -0.302 -0.236 0.335 0.160
H 3.571054 -3.286470 0.599735 0.407 0.093 -0.331 0.159
```
Forces are in eV/Å.



> Which of these has the highest charge?

C10H6LuN2O5